Record 1
Computed, not measured: an isolated ion of composition C17H28NO2 and charge +1, with ωB97M-V with the def2-TZVPD basis set.

Calculated values
LUMO level: -2.3173 eV
DFT total energy: -869.561292 Ha
energy above the lowest of the compared OMol25 structures with the same formula, charge and spin: 25.70 kcal per mole
frontier orbital gap: 8.3 eV
charge: +1

The geometry in XYZ format:
```
48
Properties=species:S:1:pos:R:3:forces:R:3
O 3.2597 -0.7609 -2.2206 -0.3559 0.0414 0.1193
O 4.0992 0.4040 0.2683 -0.2960 -0.1863 -0.3732
N -2.5227 0.3547 0.6992 -0.0068 0.2465 0.4501
C 4.6471 -0.4863 -2.2029 0.5791 0.0837 -0.1378
C -3.9835 0.1306 0.4927 -0.6541 -0.2147 -0.2693
C -4.3564 -0.8160 -0.6438 0.0007 0.0916 0.0904
C 1.8886 -0.0331 1.1473 0.0994 -0.0002 -0.0490
C 0.6168 -0.5280 0.9366 -0.1600 -0.1232 -0.3391
C -1.9115 1.2265 -0.3435 0.2648 0.6719 -0.5817
C 0.2674 -1.0824 -0.2847 0.0840 0.1516 0.3942
C 2.4805 -0.6477 -1.1236 -0.2093 -0.0973 -0.0367
C -2.1579 2.7064 -0.0612 0.0233 -0.1301 0.1852
C 4.5216 0.8735 1.5271 0.0946 0.1056 0.2330
C -5.8761 -0.9024 -0.7563 0.1888 0.0153 0.0274
C -1.7549 -0.9083 0.9943 0.2639 -0.5313 0.2156
C -0.5433 -0.5880 1.8919 0.1731 -0.0458 0.0243
C -1.5138 3.1756 1.2398 -0.0639 0.0221 -0.2188
C 2.8349 -0.0830 0.1258 0.1294 0.0466 0.0370
C 1.1872 -1.1416 -1.3073 0.2731 0.1051 0.1229
C -1.1567 -1.5668 -0.2610 0.1051 -0.0129 -0.1268
H -2.3172 0.9563 -1.3173 0.0070 -0.1556 0.1071
H -1.6949 -1.3345 -1.1762 -0.1305 -0.0390 -0.0523
H 0.9478 -1.5714 -2.2659 0.0034 -0.0605 -0.1869
H -1.1723 -2.6521 -0.1386 -0.1603 -0.0132 0.0056
H -2.4485 0.9113 1.5600 -0.0605 -0.2088 -0.1458
H -3.9570 -0.4578 -1.5931 0.1110 -0.0464 -0.0128
H 3.9635 1.7634 1.8344 0.0040 -0.0451 -0.0067
H 5.1669 -1.0924 -1.4594 -0.0353 0.0380 -0.0571
H -1.5794 4.2572 1.3111 -0.0141 0.0735 0.1068
H -4.4434 1.1040 0.3092 0.1223 0.0025 0.0939
H -6.3128 -1.2725 0.1675 -0.1021 -0.0423 0.0911
H -1.7232 3.2648 -0.8905 -0.0650 -0.0618 -0.0655
H 4.4356 0.0994 2.2953 -0.0149 0.0222 -0.0272
H -2.4563 -1.5707 1.5051 -0.0335 0.1556 -0.0666
H 2.1434 0.3902 2.1049 0.1152 0.0808 0.0998
H 5.5697 1.1371 1.3984 -0.0755 0.0022 0.0732
H -6.3059 0.0715 -0.9757 -0.0933 0.0951 -0.0241
H -3.9586 -1.8130 -0.4561 0.1053 -0.0132 -0.0355
H -2.0102 2.7713 2.1228 -0.0039 0.0017 0.1597
H -4.3937 -0.2627 1.4264 0.1477 0.0950 0.0186
H -0.8363 1.0396 -0.3518 -0.1571 -0.0437 0.0167
H -6.1498 -1.5822 -1.5570 -0.0656 -0.0446 -0.0505
H -0.6690 0.3301 2.4698 -0.0835 0.0458 0.1063
H -0.3917 -1.4000 2.6071 -0.1394 0.0322 0.0749
H 4.9959 -0.7561 -3.1989 -0.0053 0.0173 0.0874
H -3.2257 2.9321 -0.0491 -0.0285 0.0300 -0.1077
H 4.8485 0.5699 -2.0193 -0.0136 -0.1185 -0.0355
H -0.4616 2.9013 1.2678 0.1326 -0.0388 0.0659
```
Forces are in eV/Å.

Here are the Mulliken charges for atoms 1 to 4, given in e: -0.4674 -0.4770 0.1394 -0.7460

***

Record 2
Computed, not measured: C17H28NO2P2ReSe as an isolated structure, with ωB97M-V with the def2-TZVPD basis set.

Calculated values
LUMO level (spin up / spin down): -12.8264 / -12.4019 eV
DFT total energy: -4031.120757 Ha
<S²>: 3.944
energy above the lowest of the compared OMol25 structures with the same formula, charge and spin: 6.42 kcal per mole
frontier orbital gap (spin up / spin down): 5.1 / 5.5 eV
2S+1: 4
charge: +3

The geometry in XYZ format:
```
52
Properties=species:S:1:pos:R:3:forces:R:3
Re 0.0267 0.1367 -0.0231 -1.1105 -0.3207 2.5029
Se -1.5910 -0.3573 1.5013 -0.0330 -0.2728 1.1989
P -0.5591 2.2929 -0.3055 -1.4164 4.7692 -1.5881
P 0.7497 -1.9861 -0.3379 2.2809 -4.2448 -0.9367
O 2.9720 -0.5208 -3.4107 -0.6133 -0.8066 -0.4945
O 2.9902 0.8569 -1.2136 -1.0832 1.0281 -0.6304
N -1.0004 -0.1390 -1.8769 0.6608 0.2862 -0.1598
C -0.0858 -3.3820 0.5110 -0.5640 0.2196 -0.0372
C -1.8522 0.8048 -2.3195 0.0238 -0.6398 0.2185
C -0.0201 0.8601 5.2561 -0.1861 -0.4079 -0.1442
C -2.2585 -0.4879 -4.3091 0.0328 -0.0476 -0.1120
C 0.4815 3.4708 -1.2121 0.4256 -0.4086 -0.0303
C -2.5427 0.6135 -3.5123 -0.2973 0.4401 0.0001
C -0.6309 -1.2478 -2.6292 -0.9801 0.9406 -0.7334
C 2.4956 -2.4390 -0.1269 0.0277 0.6118 -0.0599
C -0.6623 -1.5671 4.0070 -0.0783 -0.2938 -0.5484
C 0.3586 -2.0997 -2.0902 -0.5839 -0.3597 -0.5231
C -0.6823 0.8588 4.0246 0.2618 0.4374 -0.4688
C -1.2821 -1.3823 -3.8897 0.9027 -0.8852 0.6028
C 0.0129 -1.5710 5.2318 -0.0765 0.3424 -0.1541
C -2.0330 2.0218 -1.4505 0.3344 0.1474 0.4036
C 0.3531 -0.3568 5.8441 -0.0243 -0.0100 -0.4404
C -0.9326 -0.3487 3.3724 0.3327 0.0084 0.6300
C -1.2191 3.3025 1.0593 0.1180 -0.3797 0.4036
H -2.1137 2.9307 -2.0522 -0.1104 -0.0842 -0.0801
H 3.0143 1.8337 -1.4025 0.2037 -1.3715 0.3880
H 0.9354 -0.3597 6.7630 -0.2240 0.0049 -0.1245
H 2.6976 -3.3872 -0.6444 -0.0355 0.2698 0.1385
H 0.2029 -3.3691 1.5717 0.0509 0.0091 -0.3091
H -1.9519 2.7171 1.6312 0.1330 0.2748 -0.1175
H -1.6823 4.2230 0.6798 0.1487 -0.2559 -0.0596
H -0.9709 -2.4941 3.5248 0.2080 0.0328 0.2511
H 3.4238 -0.7612 -4.2421 -0.1522 0.1595 0.4802
H 3.0782 0.4363 -2.1182 0.1775 0.3343 0.6732
H 3.1057 -1.6132 -0.5157 0.0980 -0.3604 0.0993
H -3.2945 1.3591 -3.7628 0.1465 -0.2368 -0.2876
H 1.2877 3.7830 -0.5335 -0.1105 -0.0086 -0.2749
H 2.6699 -2.5449 0.9527 0.0549 -0.0101 -0.2898
H -2.7752 -0.6394 -5.2624 0.1933 0.0463 0.3831
H -0.3737 3.5678 1.7101 -0.2662 -0.0127 -0.0873
H 1.2054 0.5164 1.0186 0.7283 0.3591 0.6921
H -1.1746 -3.2552 0.4343 0.2641 -0.2282 -0.0251
H 0.2298 1.8027 5.7437 -0.1988 -0.2432 -0.1509
H 0.9034 2.9629 -2.0893 -0.0082 0.2811 0.1314
H -2.9282 1.9882 -0.8115 0.0743 -0.2396 -0.2533
H 0.3032 -2.5170 5.6932 -0.2524 0.2780 -0.1468
H 0.7315 -2.9261 -2.7016 -0.1218 0.1185 0.2081
H 2.2209 -1.1382 -3.2981 0.7575 0.4147 -0.3995
H 0.2299 -4.3276 0.0445 -0.0779 0.3128 0.1494
H -0.9772 -2.2581 -4.4584 -0.3241 0.2539 -0.2512
H -0.0962 4.3479 -1.5255 0.0376 -0.1992 0.1202
H -0.9896 1.7890 3.5503 0.2516 -0.0533 0.2435
```
Forces are in eV/Å.

Here are the Mulliken charges for atoms 1 to 4, given in e: 0.2308 0.1933 0.7298 0.7798

***

Record 3
Computed, not measured: C17H28NO2P2V as an isolated structure, with ωB97M-V with the def2-TZVPD basis set.

Calculated values
LUMO level (spin up / spin down): -3.0031 / -3.1079 eV
DFT total energy: -2496.226186 Ha
<S²>: 3.788
energy above the lowest of the compared OMol25 structures with the same formula, charge and spin: 24.31 kcal per mole
frontier orbital gap (spin up / spin down): 6.0 / 7.7 eV
2S+1: 4
charge: +1

The geometry in XYZ format:
```
51
Properties=species:S:1:pos:R:3:forces:R:3
V 0.7346 0.2985 0.3586 0.7912 -1.0412 0.6417
P -1.2797 1.0864 2.5735 0.9105 1.2815 1.2764
P 1.9698 -0.1745 -1.6341 0.3332 -0.2090 0.2457
O 0.9675 5.5498 -2.3131 0.5108 0.4057 0.2076
O 1.4437 1.4139 1.7472 0.5458 0.3865 -0.0380
N -0.7950 0.7229 -0.9119 0.3402 -1.2286 -0.0249
C -2.2186 0.3204 1.1669 -0.3646 -0.2436 -0.2856
C 0.6471 -4.5625 1.1252 0.1604 0.1323 0.0772
C 0.7787 0.3786 -2.8990 -0.4931 0.3228 0.7989
C 2.4446 -1.8120 -2.2866 0.2405 -0.5049 -0.1687
C -3.1662 0.7053 -1.1352 0.1137 0.1169 0.3213
C -1.2133 -0.0749 3.9793 -0.7369 -0.1897 -0.0783
C -1.7301 0.9401 -3.0756 0.1844 -0.1430 -0.0797
C -2.0367 0.6223 -0.3365 0.6666 0.4564 -0.5506
C -0.5964 0.7546 -2.2867 -1.0735 0.0404 0.4451
C -2.0166 2.7244 2.9155 -0.6602 -0.1929 -0.2419
C -0.3840 -3.9927 0.3886 -0.3998 0.3177 -0.2417
C 0.5833 -1.8569 0.7185 0.1357 3.6199 0.2395
C 1.6308 -3.7543 1.7078 0.2993 0.2505 0.1771
C -0.4351 -2.6081 0.1868 0.3864 -1.3209 0.3939
C -3.0109 0.8958 -2.4974 0.3467 0.2835 -0.5222
C 1.6047 -2.3664 1.5223 -0.5577 -1.2777 -0.3233
C 3.4451 0.9283 -1.6709 0.1266 -0.0828 -0.4031
H -2.2294 -0.7746 1.3627 0.4917 0.5523 -0.2433
H -2.1497 0.0743 4.5440 0.4141 -0.4025 -0.0105
H -1.2482 -2.1342 -0.3634 0.0821 -0.2553 -0.1088
H 3.0881 -2.3255 -1.5532 -0.2566 0.1484 -0.2861
H 0.6771 -0.4406 -3.5915 -0.5919 -0.5066 -0.1310
H -1.5592 3.3304 2.1062 -0.4216 -0.1025 0.4532
H 2.4270 -4.1908 2.3114 -0.2312 -0.0961 -0.1318
H 1.2984 1.0845 -3.5147 -0.2249 1.1945 -0.2288
H 0.6848 -5.6388 1.2560 -0.0093 0.1116 0.0207
H -3.1179 2.7557 2.8369 0.5117 0.1450 0.2239
H 2.9624 -1.7976 -3.2709 -0.2631 0.2429 0.6178
H -3.8843 1.0054 -3.1328 0.1164 -0.0266 0.0847
H 3.1711 1.9281 -1.2851 0.0635 -0.4831 -0.2259
H -1.6419 3.1084 3.8866 -0.3146 -0.2942 -0.5607
H -1.1466 -1.1097 3.5924 -0.0948 0.4811 0.1966
H -1.1711 -4.5898 -0.0449 -0.0184 -0.3934 0.0325
H -4.1407 0.6431 -0.6618 0.0176 -0.0437 -0.2587
H 2.3463 -1.7102 1.9889 -0.1423 -0.2745 -0.1739
H 4.1897 0.4917 -0.9817 -0.2681 0.1813 -0.3049
H -3.2440 0.6354 1.4346 0.2380 -0.0124 -0.1868
H 3.8951 1.0299 -2.6753 -0.1443 -0.0290 0.4528
H 0.3351 4.9157 -2.6192 -0.6127 -0.4952 -0.3774
H 2.3303 1.7853 1.6838 0.0231 -0.0563 0.0655
H 0.0101 1.7403 2.6958 -0.0212 -1.1849 -1.1560
H 1.1600 5.2777 -1.4139 0.0950 0.0738 0.1794
H 1.5193 -2.4145 -2.4082 0.4934 0.3787 0.2521
H -0.3373 0.1088 4.6302 -0.4876 0.1603 -0.5333
H -1.5917 1.0724 -4.1561 -0.2503 -0.1933 0.4719
```
Forces are in eV/Å.

Here are the Mulliken charges for atoms 1 to 4, given in e: 0.0326 0.7869 1.1951 -0.6018

***

Record 4
Computed, not measured: one molecule with the formula C17H28O4, with ωB97M-V with the def2-TZVPD basis set.

Calculated values
LUMO level: 0.6096 eV
DFT total energy: -965.398862 Ha
energy above the lowest of the compared OMol25 structures with the same formula, charge and spin: 83.18 kcal per mole
frontier orbital gap: 10.0 eV
charge: 0

The geometry in XYZ format:
```
49
Properties=species:S:1:pos:R:3:forces:R:3
O -1.7458 -1.8867 -0.6472 0.9469 -0.8511 0.0619
O 0.6860 2.4931 2.3485 0.1771 0.4567 -1.0450
O 0.5653 -0.6233 -1.1304 0.7425 0.1215 -0.7825
O 0.2396 1.3850 -2.1585 1.0713 -1.3949 0.3725
C 2.3175 0.0254 1.4300 -2.0063 -0.9978 3.1511
C 2.3630 0.5414 0.0367 2.5180 1.7557 0.1976
C -0.0881 0.2379 -1.8954 -3.0099 2.9157 -1.2061
C -1.1757 0.9940 2.4639 1.5078 0.9383 -0.8830
C 2.6562 -1.7146 -0.8570 -1.2985 -0.1566 -0.9258
C 1.3687 0.3500 2.3958 5.5610 -4.1087 -0.8029
C -2.2923 -0.6434 -1.1218 1.4097 -0.5126 0.8750
C 3.9004 1.0169 -0.1139 -0.3211 -0.9220 -2.0270
C 0.3731 1.3284 2.2152 -3.4769 1.7557 3.0988
C -1.5038 -0.1933 -2.3486 0.8899 -1.6013 -0.5926
C -2.3037 0.7990 -3.1695 -1.1519 1.4394 -0.2089
C 1.9797 -0.3557 -1.1164 1.5179 -1.4013 1.4727
C -3.7365 0.7368 0.3598 1.4021 -2.6573 -0.3001
C -1.4082 0.7413 3.9563 1.3560 0.7776 2.1181
C -2.2233 0.4104 0.0650 -1.0042 -1.2102 1.7048
C 2.4843 -2.6622 -2.0110 1.4394 -0.3859 1.1614
C -1.6824 -0.1078 1.5205 -0.8409 0.0583 -0.7101
H -0.7218 -1.8754 -0.4950 -3.0408 0.6301 -0.7009
H 1.6806 -0.1714 3.4183 -1.5765 1.4920 -1.9882
H 2.9806 -2.3495 -2.8844 0.2163 0.8324 -1.3495
H -1.2863 -1.0606 -3.1204 -0.6954 1.0775 1.8095
H -0.6693 0.0596 4.4334 -0.1824 0.2568 -0.5213
H 3.9717 1.5887 -1.0466 -0.1263 0.3218 0.2182
H -4.2670 -0.1928 0.8044 0.9995 1.2933 -1.0124
H 3.6851 -1.5967 -0.7121 1.6533 0.6492 0.1228
H -1.3475 1.7065 4.6448 -0.2162 -1.7862 -1.7677
H 3.0920 -0.6797 1.8615 -0.6845 0.8427 -1.1930
H -3.1709 0.2575 -3.6446 0.8170 0.4840 0.5640
H -2.7352 1.7975 -2.7298 1.0512 -2.0562 -0.1955
H 2.3248 0.0418 -2.0936 -0.4691 -0.0282 0.6320
H -0.8740 -0.8388 1.4040 -0.2818 -0.0244 0.0985
H -1.6459 1.0980 -3.9598 0.1417 0.4592 -0.6988
H 3.0023 -3.5641 -1.7779 0.4564 -0.9499 0.3644
H 1.5097 -2.9640 -2.1678 -2.2211 -0.2550 -0.6293
H -2.5419 -0.5806 2.0601 0.7375 -0.0440 -0.7391
H 2.3508 -2.2056 0.0623 -0.6494 0.2518 0.1756
H 4.1144 1.6491 0.7083 0.3490 0.6401 0.7387
H -3.3687 -0.7010 -1.4924 1.3168 -0.8439 0.9094
H -2.3440 0.2422 4.1509 -0.5946 0.1088 -0.1435
H -1.5434 1.2213 -0.2376 -0.8045 0.3495 0.1451
H -1.5736 2.0018 2.3349 -0.5459 -0.2091 -0.7247
H 1.8249 1.5008 0.0204 -0.1175 -0.3884 -0.2108
H -4.1607 0.9880 -0.5721 -1.0588 0.6040 -0.8268
H 4.7595 0.2838 -0.2656 -1.5167 0.2623 0.7039
H -3.8201 1.4709 1.0742 -0.3873 2.0108 1.4895
```
Forces are in eV/Å.

Here are the Mulliken charges for atoms 1 to 4, given in e: -0.7215 -0.5963 0.1804 -0.6301

***

> Which of these has the highest charge?

C17H28NO2P2ReSe

***

> Which formula does entry 2 have?

C17H28NO2P2ReSe

***

> What is the charge in the second record?

+3

***

> Which value of energy above the lowest of the compared OMol25 structures with the same formula, charge and spin does entry 2 give?

6.42 kcal per mole